A structure of composition C28H38N4P2Re at a distorted geometry, computed with ωB97M-V/def2-TZVPD.

```
73
C28H38N4P2Re ωB97M-V/def2-TZVPD
Re 0.033 0.775 2.824
C -1.978 1.822 -4.585
C -2.026 0.606 -4.026
C -1.293 -0.603 -4.524
C 0.135 -0.303 -5.148
C 1.016 0.546 -4.271
C 1.069 1.883 -4.286
C 0.326 2.788 -5.249
C -1.079 2.294 -5.698
C 1.384 0.528 4.424
H -2.690 2.617 -4.262
H -2.787 0.394 -3.280
H -1.892 -1.093 -5.313
H -1.184 -1.337 -3.717
H 0.618 -1.286 -5.312
H -0.014 0.186 -6.108
H 1.710 -0.042 -3.644
H 1.827 2.408 -3.664
H 0.946 2.913 -6.155
H 0.226 3.776 -4.800
H -1.579 3.152 -6.186
H -0.967 1.512 -6.448
H 0.959 1.156 5.230
H 2.413 0.862 4.195
H 1.371 -0.545 4.742
P 1.585 -0.388 1.695
P -1.248 -0.703 1.710
N 2.769 0.853 1.203
N 2.770 -1.748 2.268
N -2.220 0.510 0.779
N -2.713 -1.756 2.144
C 0.977 -1.116 0.132
C -0.422 -1.704 0.396
C 2.617 2.155 1.642
C 3.553 2.928 0.963
C 4.289 2.068 0.105
C 3.785 0.778 0.284
C 3.676 -1.648 3.328
C 4.426 -2.823 3.394
C 3.988 -3.666 2.345
C 2.974 -2.987 1.673
C -2.374 1.802 1.257
C -2.787 2.580 0.181
C -2.853 1.757 -0.962
C -2.503 0.468 -0.567
C -3.811 -2.041 1.345
C -4.652 -2.915 2.027
C -4.062 -3.160 3.295
C -2.879 -2.434 3.351
H 1.636 -1.869 -0.304
H 0.946 -0.274 -0.573
H -1.015 -1.749 -0.530
H -0.410 -2.728 0.813
H 1.820 2.401 2.357
H 3.645 3.988 1.059
H 5.059 2.360 -0.580
H 4.050 -0.166 -0.175
H 3.667 -0.776 3.968
H 5.170 -3.049 4.138
H 4.325 -4.666 2.128
H 2.354 -3.295 0.844
H -2.131 2.050 2.295
H -2.987 3.621 0.229
H -3.082 2.045 -1.963
H -2.411 -0.456 -1.118
H -3.923 -1.589 0.367
H -5.562 -3.338 1.654
H -4.435 -3.807 4.062
H -2.143 -2.315 4.140
C -1.355 0.462 4.398
H -1.042 -0.441 4.985
H -2.410 0.391 4.080
H -1.192 1.386 4.998
```

* gap between HOMO and LUMO (spin up / spin down): 6.278 / 3.325 eV
* spin multiplicity: 4
* ΔE to the lowest compared entry with this formula, charge and spin: 38.49 kJ/mol
* total energy: -56296.63576 eV
* total charge: +2
* LUMO energy (spin up / spin down): -6.05 / -9.42 eV

***

A structure of composition C28H39Cl2InN4O4 at a distorted geometry, computed with ωB97M-V/def2-TZVPD.

```
78
C28H39Cl2InN4O4 ωB97M-V/def2-TZVPD
O 3.322 1.437 -1.479
C 2.464 1.856 -2.243
C 1.790 3.160 -2.192
C 1.108 3.788 -1.103
H 0.735 3.198 -0.236
C 0.945 5.192 -1.143
H 0.525 5.735 -0.273
C 1.379 5.899 -2.279
H 1.341 6.977 -2.296
C 1.871 5.260 -3.430
H 2.237 5.791 -4.329
C 1.971 3.865 -3.406
H 2.367 3.289 -4.269
H 1.940 1.297 -3.080
C 0.358 -0.523 -3.443
C -0.411 0.267 -2.403
H 0.206 -0.063 -4.436
H -0.103 -1.511 -3.402
H 1.454 -0.661 -3.288
C -1.024 1.441 -2.631
C -2.035 1.431 -3.728
H -0.988 2.339 -1.989
H -1.760 2.173 -4.487
H -3.015 1.625 -3.265
H -2.038 0.405 -4.155
In -1.162 -0.639 -0.716
Cl -1.411 1.620 0.356
Cl -3.174 -1.602 -1.697
C -2.442 -1.085 1.685
O -1.318 -1.440 1.207
N -3.163 -1.917 2.412
C -2.625 -3.216 2.807
C -4.594 -1.699 2.557
H -2.880 -0.089 1.485
H -1.592 -3.297 2.461
H -3.228 -4.026 2.376
H -2.656 -3.302 3.898
H -4.844 -0.707 2.157
H -4.843 -1.753 3.619
H -5.131 -2.467 1.982
H 1.992 -5.050 -0.746
H 4.388 -3.916 -0.452
C 1.875 -4.269 -1.504
C 4.045 -3.121 -1.128
N 2.588 -3.063 -1.095
H 0.815 -4.041 -1.631
C 1.909 -1.939 -0.857
O 0.643 -1.938 -0.881
H 4.468 -2.160 -0.817
H 2.508 -1.043 -0.630
H 2.295 -4.640 -2.443
H 4.381 -3.357 -2.149
C 1.930 1.062 5.949
N 1.688 1.178 4.520
N 1.533 0.130 3.682
C 1.499 0.604 2.331
O 1.285 -0.138 1.360
C 1.749 2.010 2.471
C 1.853 2.318 3.810
C 2.091 3.610 4.480
C 1.095 -1.140 4.129
C 0.177 -1.285 5.177
C -0.247 -2.554 5.556
C 0.227 -3.688 4.890
C 1.126 -3.541 3.825
C 1.550 -2.271 3.433
H 1.998 0.026 6.275
H 1.122 1.548 6.512
H 2.875 1.561 6.207
H 1.783 2.626 1.589
H 1.321 3.842 5.229
H 3.065 3.647 4.987
H 2.077 4.396 3.714
H -0.199 -0.399 5.682
H -0.970 -2.654 6.363
H -0.124 -4.682 5.173
H 1.493 -4.422 3.285
H 2.237 -2.136 2.585
```

* gap between HOMO and LUMO: 6.320 eV
* spin multiplicity: 1
* ΔE to the lowest compared entry with this formula, charge and spin: 0.00 kJ/mol
* total energy: -74035.97208 eV
* total charge: 0
* LUMO energy: 0.40 eV

***

A structure of composition C28H39ClN5O4SZr at a distorted geometry, computed with ωB97M-V/def2-TZVPD.

```
79
C28H39ClN5O4SZr ωB97M-V/def2-TZVPD
Zr -0.685 0.911 -0.546
C -1.865 4.598 0.842
C -2.188 3.160 1.134
C -1.513 2.473 2.149
C -1.886 1.187 2.508
C -2.903 0.532 1.818
C -3.581 1.208 0.814
C -3.219 2.508 0.465
H -2.477 5.246 1.472
H -2.074 4.855 -0.195
H -0.824 4.827 1.067
H -0.717 2.968 2.690
H -1.377 0.693 3.324
H -3.186 -0.476 2.089
H -4.401 0.738 0.297
H -3.743 3.011 -0.337
Cl 0.689 7.114 -4.539
C 0.126 5.682 -3.746
C -0.922 4.944 -4.314
C -1.397 3.803 -3.712
C -0.833 3.344 -2.512
O -1.301 2.276 -1.922
C 0.228 4.094 -1.944
C 0.835 3.718 -0.705
O 0.618 2.688 -0.051
C 0.689 5.269 -2.571
H -1.360 5.289 -5.242
H -2.212 3.240 -4.146
H 1.575 4.421 -0.298
H 1.494 5.838 -2.122
O 0.797 0.209 -1.257
C -5.205 -1.051 -3.350
N -3.832 -1.403 -2.999
C -3.267 -2.566 -3.389
C -1.991 -2.864 -3.084
C -1.249 -1.906 -2.328
N -1.840 -0.796 -1.833
C -3.126 -0.486 -2.217
O -3.676 0.542 -1.874
N 0.046 -2.089 -2.120
H -5.605 -1.827 -3.997
H -5.221 -0.095 -3.866
H -5.814 -0.968 -2.452
H -3.891 -3.225 -3.977
H -1.526 -3.772 -3.433
H 0.500 -2.870 -2.560
H 0.532 -1.300 -1.752
C 4.714 -1.106 3.290
C 4.718 0.380 2.945
C 4.257 0.726 1.529
C 2.797 0.426 1.211
N 2.595 -1.003 0.977
C 1.454 -1.675 1.068
S -0.015 -0.931 1.579
N 1.501 -2.985 0.812
C 0.410 -3.945 0.964
C 0.951 -5.322 1.332
C 1.331 -5.501 2.802
C 2.456 -4.601 3.302
H 5.173 -1.278 4.263
H 5.285 -1.683 2.557
H 3.703 -1.513 3.331
H 5.730 0.770 3.074
H 4.091 0.920 3.661
H 4.899 0.228 0.791
H 4.403 1.796 1.367
H 2.479 0.966 0.322
H 2.153 0.728 2.039
H 3.414 -1.513 0.680
H 2.405 -3.386 0.610
H -0.157 -3.990 0.031
H -0.265 -3.579 1.737
H 1.808 -5.561 0.689
H 0.181 -6.053 1.078
H 1.615 -6.545 2.951
H 0.440 -5.339 3.415
H 3.346 -4.686 2.671
H 2.750 -4.879 4.314
H 2.157 -3.552 3.327
```

* gap between HOMO and LUMO: 7.859 eV
* spin multiplicity: 1
* ΔE to the lowest compared entry with this formula, charge and spin: 1.83 kJ/mol
* total energy: -69948.90857 eV
* total charge: +1
* LUMO energy: -2.82 eV

***

A structure of composition C28H39N10NaO4 at a distorted geometry, computed with ωB97M-V/def2-TZVPD.

```
82
C28H39N10NaO4 ωB97M-V/def2-TZVPD
Na 1.718 0.141 0.387
O 4.025 -3.275 -0.949
C 3.537 -2.178 -0.653
N 2.581 -1.867 0.226
C 2.557 -2.393 1.476
O 3.533 -2.854 2.092
C 1.277 -2.229 2.256
C 1.415 -2.082 3.624
C 0.331 -1.989 4.491
C -0.982 -2.034 3.905
C -1.116 -2.129 2.564
N -0.035 -2.244 1.706
C 4.044 -0.977 -1.459
C 4.806 -1.212 -2.604
C 5.343 -0.135 -3.280
C 5.116 1.149 -2.788
C 4.336 1.289 -1.653
N 3.805 0.260 -1.001
H 2.434 -2.068 3.987
H 0.472 -1.861 5.556
H -1.879 -1.926 4.503
H -2.075 -2.093 2.066
H 4.959 -2.236 -2.908
H 5.933 -0.286 -4.177
H 5.516 2.025 -3.281
H 4.105 2.270 -1.258
N 0.695 -1.328 -2.741
C 1.307 -1.034 -4.021
C 1.661 0.446 -4.083
C 0.470 1.380 -3.874
C 0.876 2.716 -3.259
N 1.320 2.516 -1.886
H 1.278 -0.970 -1.989
H 0.596 -2.321 -2.561
H 0.585 -1.281 -4.811
H 2.221 -1.619 -4.224
H 2.156 0.664 -5.037
H 2.399 0.647 -3.302
H -0.253 0.899 -3.208
H -0.043 1.561 -4.825
H 0.036 3.426 -3.336
H 1.711 3.142 -3.831
H 0.637 1.935 -1.404
H 1.335 3.386 -1.364
N -1.630 0.828 -0.639
C -1.694 2.124 0.012
C -2.969 2.395 0.836
C -3.338 1.449 1.994
C -2.414 1.446 3.220
N -2.009 2.760 3.692
C -2.970 3.769 3.823
N -2.392 5.050 3.603
N -3.791 3.790 5.006
C -0.416 2.397 0.823
O -0.174 3.585 1.127
O 0.302 1.405 1.045
H -2.553 0.423 -0.754
H -1.075 0.167 -0.088
H -1.678 2.905 -0.768
H -3.807 2.386 0.129
H -2.905 3.417 1.224
H -3.401 0.417 1.642
H -4.348 1.732 2.319
H -1.499 0.897 3.010
H -2.919 0.892 4.024
H -1.196 3.092 3.184
H -1.801 5.042 2.773
H -3.116 5.758 3.499
H -4.132 2.852 5.191
H -3.198 4.027 5.776
N -0.277 -2.119 0.323
C -1.113 -3.060 -0.136
C -1.731 -2.847 -1.403
C -2.552 -3.796 -1.971
C -2.832 -5.003 -1.325
C -2.250 -5.222 -0.079
C -1.418 -4.291 0.511
H -1.545 -1.905 -1.900
H -3.002 -3.587 -2.938
H -3.485 -5.743 -1.776
H -2.443 -6.154 0.446
H -0.969 -4.508 1.472
```

* gap between HOMO and LUMO (spin up / spin down): 3.399 / 4.760 eV
* spin multiplicity: 1
* ΔE to the lowest compared entry with this formula, charge and spin: 125.37 kJ/mol
* total energy: -57177.33127 eV
* total charge: -2
* LUMO energy (spin up / spin down): 3.72 / 3.73 eV

***

A cluster of 7 separate species, C28H39N8PS in total at a distorted geometry, computed with ωB97M-V/def2-TZVPD.

```
77
C28H39N8PS ωB97M-V/def2-TZVPD
C 4.056 1.301 -2.491
C 3.555 2.716 -2.523
C 4.142 3.644 -3.549
N 2.699 3.086 -1.649
P 1.062 3.605 -2.026
N -0.742 4.151 -2.430
C -1.515 3.308 -2.762
S -2.463 2.156 -3.250
H 3.349 0.648 -2.989
H 4.170 1.029 -1.449
H 5.031 1.224 -2.957
H 5.050 3.218 -3.955
H 3.465 3.821 -4.381
H 4.405 4.575 -3.065
H 1.359 4.019 -3.318
H 1.021 4.522 -0.996
H 0.574 2.314 -1.881
C 3.363 0.988 3.104
C 4.578 0.499 2.553
C 4.638 0.935 1.254
N 3.508 1.663 1.000
C 2.729 1.702 2.120
H 2.998 0.834 4.105
H 5.321 -0.099 3.053
H 5.389 0.791 0.495
H 3.283 2.097 0.114
H 1.792 2.231 2.126
C -6.419 -0.025 -0.008
C -6.265 -1.014 -1.016
C -5.168 -0.668 -1.758
N -4.654 0.489 -1.241
C -5.411 0.887 -0.173
H -7.186 0.010 0.746
H -6.891 -1.876 -1.174
H -4.711 -1.146 -2.608
H -3.843 0.961 -1.607
H -5.177 1.783 0.377
C 5.171 -3.676 -1.653
C 6.328 -3.095 -1.066
C 5.901 -2.128 -0.191
N 4.533 -2.106 -0.231
C 4.081 -3.046 -1.111
H 5.143 -4.464 -2.385
H 7.355 -3.355 -1.262
H 6.449 -1.459 0.450
H 3.951 -1.489 0.311
H 3.027 -3.188 -1.279
C -3.285 3.987 2.418
C -2.909 5.358 2.428
C -2.279 5.618 1.240
N -2.260 4.459 0.514
C -2.870 3.462 1.224
H -3.799 3.450 3.197
H -3.082 6.070 3.217
H -1.847 6.524 0.852
H -1.854 4.354 -0.398
H -2.953 2.467 0.819
C -9.659 -1.615 1.267
C -10.711 -1.225 0.392
C -10.859 -2.220 -0.535
N -9.938 -3.193 -0.255
C -9.204 -2.832 0.842
H -9.281 -1.062 2.110
H -11.289 -0.318 0.439
H -11.536 -2.319 -1.365
H -9.817 -4.040 -0.776
H -8.424 -3.468 1.223
C 5.259 -6.747 2.526
C 5.561 -5.806 3.548
C 5.745 -4.592 2.938
N 5.570 -4.763 1.595
C 5.271 -6.068 1.335
H 5.056 -7.797 2.652
H 5.633 -5.998 4.605
H 5.986 -3.626 3.347
H 5.651 -4.032 0.899
H 5.093 -6.403 0.328
```

* structure (SMILES): CC(C)=N[PH3]N=C=S.c1cc[nH]c1.c1cc[nH]c1.c1cc[nH]c1.c1cc[nH]c1.c1cc[nH]c1.c1cc[nH]c1
* gap between HOMO and LUMO: 7.385 eV
* spin multiplicity: 1
* total energy: -61710.00821 eV
* total charge: 0
* LUMO energy: -0.51 eV

***

A structure of composition C28H40B2CrO26 at a distorted geometry, computed with ωB97M-V/def2-TZVPD.

```
97
C28H40B2CrO26 ωB97M-V/def2-TZVPD
Cr -8.393 -8.709 -18.607
O -4.647 -6.728 -16.270
C -5.653 -6.610 -15.547
O -5.768 -6.000 -14.443
B -7.193 -5.825 -14.151
O -7.984 -6.347 -15.334
C -7.144 -6.842 -16.174
O -7.384 -7.445 -17.246
O -7.449 -4.371 -13.813
C -7.974 -4.297 -12.587
O -8.422 -3.268 -12.020
C -8.040 -5.752 -12.024
O -7.492 -6.591 -12.936
O -8.545 -6.029 -10.893
O -7.618 -10.914 -22.532
C -7.134 -11.687 -21.709
O -6.467 -12.875 -21.884
B -5.972 -13.330 -20.575
O -6.674 -12.488 -19.589
C -7.297 -11.472 -20.211
O -7.770 -10.433 -19.734
O -6.279 -14.744 -20.269
C -5.145 -15.392 -19.951
O -5.013 -16.522 -19.566
C -4.001 -14.342 -20.019
O -4.504 -13.196 -20.407
O -2.801 -14.430 -19.756
O -7.821 -10.099 -16.760
C -7.592 -10.895 -15.857
O -6.443 -11.021 -15.070
C -5.289 -10.251 -15.328
C -4.608 -9.925 -14.030
C -8.683 -11.790 -15.357
H -5.484 -9.314 -15.850
H -4.633 -10.822 -15.987
H -5.097 -9.063 -13.577
H -3.541 -9.808 -14.221
H -4.748 -10.736 -13.315
H -8.373 -12.768 -14.990
H -9.488 -11.784 -16.092
H -9.067 -11.304 -14.460
O -9.856 -8.305 -20.318
C -10.288 -8.449 -21.490
O -10.179 -7.462 -22.436
C -9.754 -6.178 -22.022
C -9.581 -5.360 -23.327
C -10.991 -9.737 -21.976
H -8.822 -6.321 -21.475
H -10.459 -5.730 -21.322
H -10.568 -5.222 -23.769
H -8.889 -5.816 -24.035
H -9.100 -4.393 -23.174
H -12.042 -9.616 -21.711
H -10.566 -10.578 -21.428
H -10.744 -9.818 -23.035
O -7.087 -7.694 -19.974
C -6.414 -7.099 -20.811
O -5.538 -6.145 -20.662
C -5.143 -5.709 -19.319
C -4.478 -4.323 -19.509
C -6.602 -7.601 -22.234
H -4.504 -6.430 -18.811
H -6.026 -5.540 -18.702
H -5.190 -3.657 -19.995
H -3.674 -4.212 -20.237
H -4.130 -3.942 -18.549
H -5.687 -8.108 -22.539
H -6.870 -6.766 -22.881
H -7.465 -8.245 -22.401
O -10.252 -10.399 -18.574
C -11.109 -11.252 -18.300
O -10.869 -12.625 -18.268
C -9.689 -13.255 -18.637
C -9.724 -14.751 -18.164
C -12.571 -10.894 -17.964
H -8.881 -12.706 -18.154
H -9.480 -13.181 -19.704
H -8.837 -15.254 -18.549
H -10.545 -15.239 -18.690
H -9.733 -14.780 -17.074
H -12.577 -10.828 -16.876
H -13.243 -11.627 -18.410
H -12.731 -9.904 -18.392
O -10.025 -8.051 -17.349
C -10.787 -7.892 -16.366
O -12.038 -7.438 -16.421
C -12.613 -6.940 -17.655
C -14.089 -6.593 -17.493
C -10.355 -8.288 -14.964
H -12.562 -7.754 -18.378
H -12.000 -6.107 -18.000
H -14.267 -5.894 -16.677
H -14.721 -7.457 -17.287
H -14.399 -6.078 -18.402
H -9.270 -8.219 -14.897
H -10.715 -9.296 -14.759
H -10.722 -7.646 -14.163
```

* gap between HOMO and LUMO (spin up / spin down): 8.869 / 8.975 eV
* spin multiplicity: 5
* total energy: -112705.39631 eV
* total charge: 0
* LUMO energy (spin up / spin down): -0.72 / -0.61 eV

***

- Number 6 is which compound?
  C28H40B2CrO26